Entry from the OMol25 dataset: a molecular structure, C21H19BrClN3O6S4SbTl in a non-equilibrium geometry (wB97M-V/def2-TZVPD).

Geometry as XYZ:
```
57
Properties=species:S:1:pos:R:3
Tl 1.0143 -1.8748 -1.8299
Sb 3.9436 -1.9865 2.7836
Br 2.1205 0.2763 -4.3336
Cl -1.4048 -2.6068 -3.9435
S 2.8766 -4.6864 1.3765
S 4.1259 -3.3161 0.6438
S 1.6318 -1.0820 2.6725
S 5.5822 -0.2752 2.2235
O 0.0479 -3.0784 -4.1475
O 1.3692 -0.2381 1.1560
O 4.1391 2.0081 1.5469
O -2.3031 -3.7505 -3.8257
O -1.4016 -1.8504 -2.5978
O -1.7870 -1.6582 -4.9890
N 1.6235 1.0635 -1.1729
N -1.0872 -3.1365 0.4755
N 1.9098 1.7121 -0.0294
C 3.2972 2.0703 2.5065
C -1.5902 -4.3027 2.5482
C 1.8628 1.8126 2.3763
C -0.5540 1.0336 -3.9589
C -2.7161 1.9877 -4.3084
C -0.6918 -3.8503 1.5563
C -3.8576 2.6703 -3.9169
C 1.5719 2.1887 4.7777
C -2.3149 -2.6816 0.4435
C -2.9394 -3.9498 2.4196
C 1.2818 1.2209 1.1593
C -3.2832 -3.0292 1.3788
C 0.9826 1.6879 -2.1229
C -4.0494 3.0821 -2.5925
C 3.8038 2.1773 3.8820
C -1.7527 1.6473 -3.3908
C -3.0867 2.7066 -1.6502
C 2.9692 2.2297 4.9508
C 0.6992 1.0857 -3.3624
C 1.0526 1.9819 3.4981
C -2.0108 1.9386 -2.0222
H -4.6590 2.7860 -4.5966
H 2.9285 1.9432 0.0800
H -1.1312 -4.8461 3.3987
H 0.3986 -4.0622 1.6019
H -4.9522 3.6031 -2.2733
H -3.7165 -4.3136 3.0563
H -3.2422 2.9929 -0.5991
H 3.3649 2.2429 5.9910
H 4.7687 0.9102 1.8035
H -0.0290 1.7205 3.3808
H -2.4994 1.6974 -5.3472
H 0.5877 2.6639 -1.9255
H 0.2559 1.5390 1.0546
H -0.6348 0.5917 -4.9347
H -2.6499 -2.1003 -0.4513
H -4.2889 -2.6460 1.2126
H 0.9021 2.2736 5.6441
H -1.3874 1.5235 -1.2379
H 4.9095 2.2523 3.9612
```

Total charge ... -2
Energy relative to the best compared isomer or geometry (same formula, charge and spin) ... 0.8531 eV

=====

Entry from the OMol25 dataset: a molecular structure, C21H19BrN5O3V in a non-equilibrium geometry (wB97M-V/def2-TZVPD).

Geometry as XYZ:
```
50
Properties=species:S:1:pos:R:3
Br -0.0552 2.9185 1.3583
V -0.2026 -0.1155 -0.2530
O -1.5994 -1.3747 -0.1117
O -0.1870 -0.4949 1.7550
O -2.0805 -3.3318 0.8814
N 5.9462 1.5868 -1.7944
N 4.0727 2.8296 -1.2852
N 1.6937 0.2404 -0.5988
N -0.8289 1.6204 -0.9456
N 4.0534 0.4819 -1.2157
C -1.0488 -1.6210 2.2014
C -1.6274 -2.2232 0.8993
C -0.1683 -2.5479 3.0150
C -3.5712 0.7028 3.8842
C -0.9885 2.7602 -0.2741
C -2.1641 2.5360 -2.7084
C -2.4734 0.2678 3.1477
C 1.5520 -4.0931 4.5716
C 1.1257 -2.8544 5.0331
C -1.3860 1.5361 -2.1750
C -2.2275 -1.0888 3.0008
C 4.6663 1.6326 -1.4220
C 1.1194 -4.5541 3.3384
C -1.7604 3.8132 -0.7298
C -4.4289 -0.2163 4.4637
C -4.1871 -1.5766 4.3072
C 0.2634 -2.0918 4.2613
C 2.8019 0.4186 -0.9049
C 0.2653 -3.7865 2.5562
C -3.0915 -2.0128 3.5831
C -2.3709 3.6878 -1.9633
H -1.8670 4.7026 -0.1269
H -0.0794 -4.1638 1.6051
H -2.9879 4.4884 -2.3482
H 2.2115 -4.6999 5.1777
H -0.1038 -1.1456 4.6460
H -1.1955 0.6230 -2.7294
H 1.4443 -5.5213 2.9784
H 4.5792 3.6899 -1.3969
H -5.2839 0.1211 5.0342
H -4.8550 -2.3010 4.7541
H -2.5987 2.4127 -3.6895
H -3.7509 1.7636 4.0023
H 0.4553 -0.2801 2.4436
H 6.4951 2.4123 -1.9514
H 3.1407 2.8783 -0.9105
H 6.3662 0.6832 -1.9315
H -1.8111 0.9923 2.6978
H 1.4499 -2.4917 5.9995
H -2.9053 -3.0725 3.4576
```

Multiplicity ... 4
Total charge ... +1
E ... -4829.046685 hartree

=====

Entry from the OMol25 dataset: a molecular structure, C21H19Cl2MoN2O3S4 (wB97M-V/def2-TZVPD).

Geometry as XYZ:
```
52
Properties=species:S:1:pos:R:3
Mo -0.8289 -2.3336 0.1154
Cl -0.7943 4.3972 -2.2015
Cl 1.7387 -0.3868 -2.4679
S -2.1450 -4.2854 0.0980
S -3.1289 -4.1434 4.3204
S -1.8256 -2.0745 2.5812
S -3.4094 -6.0842 2.1436
O -1.5257 -0.4639 -0.0843
O -4.2240 -6.5285 4.6126
O -2.3583 1.5956 -0.2825
N 0.8811 2.0824 -1.0786
N 0.7348 -3.3034 1.0691
C -2.5207 -3.6491 2.7461
C -1.5347 0.8084 0.1329
C -0.4627 1.2197 1.1453
C 1.0969 -4.3844 1.9509
C -2.6555 -4.5477 1.7515
C 1.1132 4.3610 -0.2043
C 0.0322 3.1588 -3.0957
C -0.0449 3.1897 -4.4798
C 1.0532 1.0795 -4.6049
C 0.6368 3.0656 -0.0888
C -0.0586 2.6536 1.0408
C 2.2268 -1.5132 1.7968
C 0.0791 4.9101 1.8938
C 1.1036 1.0741 -3.2338
C 0.8244 5.2893 0.7828
C 0.6793 2.1233 -2.4169
C -0.3457 3.5947 2.0208
C 0.4853 2.1686 -5.2526
C -0.4439 -2.6951 -1.5380
C -3.7016 -5.7489 3.8548
C 1.1306 -2.1137 0.9832
H 1.9062 -1.5357 2.8427
H 1.4653 0.2368 -5.1421
H 2.1593 -4.3534 2.2019
H -0.8548 0.9942 2.1427
H 0.3888 0.5534 1.0018
H -0.5514 4.0282 -4.9381
H -0.3601 -2.9918 -2.5820
H 1.6993 4.6419 -1.0746
H 0.4306 2.2053 -6.3310
H 0.3949 -0.5368 -1.9325
H 3.1948 -0.0070 -3.2791
H 2.4375 -0.4814 1.5225
H 0.4991 -4.2871 2.8610
H -0.9112 3.2856 2.8917
H 0.8543 -5.3347 1.4798
H 3.1510 -2.0915 1.7089
H 1.1805 6.3062 0.6791
H 1.2685 1.2202 -0.7276
H -0.1602 5.6317 2.6643
```

Total charge ... -1
Energy relative to the best compared isomer or geometry (same formula, charge and spin) ... 8.2731 eV

=====

Entry from the OMol25 dataset: a molecular structure, C21H19Cl2N4O2SeSiTa in a non-equilibrium geometry (wB97M-V/def2-TZVPD).

Geometry as XYZ:
```
51
Properties=species:S:1:pos:R:3
Ta -0.6715 -0.2173 0.1551
Se 1.6508 -0.4354 0.2580
Cl -2.4133 3.3949 -5.4818
Cl -2.2363 5.5988 -3.2480
Si 4.7079 -0.2393 0.1592
O -2.4865 -1.1296 -3.4780
O -2.1132 3.5382 1.2526
N -1.2601 1.7403 0.0628
N -1.0892 0.3300 2.2800
N -1.3852 -0.0438 -1.7514
N -1.2799 -2.2973 -0.3822
C -1.9945 3.9495 -2.8681
C -1.6046 1.2710 -2.2282
C -1.4001 -0.0468 4.6118
C -1.9138 1.2387 4.7594
C 4.8652 0.2367 -1.6246
C -2.4494 -3.5472 -2.0484
C -0.9964 -0.4631 3.3628
C 4.8773 1.0679 1.4638
C -1.7345 3.5877 -1.5545
C -1.8827 1.6350 -3.5360
C -1.7871 -4.5941 0.0014
C -2.4124 -4.6730 -1.2400
C -1.2314 -3.3964 0.3929
C -1.8746 -2.3796 -1.5871
C -2.0712 2.9701 -3.8615
C -1.6665 2.4262 1.1912
C -1.9909 2.0655 3.6492
C -1.9378 -1.1249 -2.4108
C -1.5334 2.2563 -1.2269
C 4.9199 -2.0168 0.6457
C -1.5708 1.5779 2.4276
H -2.9193 -3.5435 -3.0218
H -2.3720 3.0757 3.7010
H -1.7064 4.3517 -0.7968
H 4.4043 2.0013 1.1573
H -2.2495 1.5857 5.7272
H 5.9210 0.3213 -1.8998
H -1.3159 -0.7187 5.4535
H 4.4609 -2.6812 -0.0871
H 5.9819 -2.2706 0.7095
H -0.7270 -3.2954 1.3464
H 4.4115 -0.5099 -2.2770
H 5.9351 1.2780 1.6495
H 4.4693 -2.2149 1.6187
H 4.3935 1.1992 -1.8247
H -1.7360 -5.4489 0.6599
H -1.9701 0.8907 -4.3085
H -2.8669 -5.5987 -1.5662
H 4.4316 0.7494 2.4065
H -0.5800 -1.4509 3.2060
```

Total charge ... +2
E ... -4849.090042 hartree

=====

Entry from the OMol25 dataset: a molecular structure, C21H19Cl3GeMoNO2 in a non-equilibrium geometry (wB97M-V/def2-TZVPD).

Geometry as XYZ:
```
48
Properties=species:S:1:pos:R:3
Mo 1.4992 -1.1086 0.8837
Ge 2.4088 -4.2416 -1.1442
Cl 1.5091 -3.3874 1.2755
Cl 1.5349 -2.1450 -1.8267
Cl 0.8114 -5.4761 -1.7656
O -0.5301 1.5842 0.5011
O -0.1859 -0.6437 0.6337
N 3.5733 -0.9230 0.9077
C 6.3285 -0.7176 0.4052
C -5.1897 -0.1957 -0.3658
C -2.4363 2.1328 -1.5355
C -6.6549 -0.3141 -0.5194
C 3.1763 1.3449 0.3272
C 4.4096 -1.9721 1.0826
C 4.1355 0.2625 0.5306
C -2.3823 -2.1266 1.2959
C 1.1509 3.2041 -0.1408
C 5.5043 0.3884 0.2987
C -3.1054 -1.0802 0.5131
C -4.4667 -1.1667 0.3346
C -3.1269 1.0245 -0.7821
C 0.8853 1.9067 0.2476
C 1.8365 0.9216 0.5013
C -1.0438 0.2134 0.3175
C 2.4836 3.5767 -0.2697
C 3.4902 2.6544 -0.0346
C 5.7634 -1.9213 0.8151
C -4.4838 0.8676 -0.9379
C -2.4147 0.0681 0.0009
H -3.0883 -2.8351 1.7224
H 5.9166 1.3398 0.0095
H -1.1340 2.2292 0.0472
H -7.1207 -0.4266 0.4596
H 4.5147 2.9776 -0.1149
H -5.0245 1.5763 -1.5455
H -2.3391 3.0491 -0.9408
H -3.0553 2.4156 -2.3858
H -4.9997 -2.0056 0.7540
H -7.0831 0.5444 -1.0294
H -1.8094 -1.6861 2.1222
H -6.9072 -1.2191 -1.0752
H -1.4739 1.8187 -1.9457
H 3.9705 -2.8929 1.4619
H 2.7237 4.5915 -0.5476
H -1.6889 -2.6767 0.6481
H 0.3646 3.9245 -0.3167
H 7.3837 -0.6510 0.1829
H 6.3678 -2.8053 0.9427
```

Multiplicity ... 4
Total charge ... +2
Energy relative to the best compared isomer or geometry (same formula, charge and spin) ... 1.6586 eV

=====

Entry from the OMol25 dataset: a molecular structure, C21H19ClGeIN2O3Sr (wB97M-V/def2-TZVPD).

Geometry as XYZ:
```
49
Properties=species:S:1:pos:R:3
I -0.2365 -0.3515 5.5539
Sr -0.3177 -1.2086 0.1409
Ge -3.7724 -1.3297 -2.0322
Cl -0.6170 5.1007 4.0382
O -0.4472 -0.5250 2.3451
O 2.7377 1.0430 0.2471
O 2.4632 -3.4219 -0.5932
N 2.1951 -1.1596 -0.2289
N -0.6794 1.3751 0.4657
C 2.9198 -2.3111 -0.3599
C -5.7447 -1.1393 -2.1714
C -0.7667 4.0777 1.1188
C 5.6646 -0.0309 0.3664
C -3.3688 -2.9200 -3.1335
C -2.9950 -1.3899 -0.3018
C 4.4570 -0.6529 0.1180
C -0.4878 0.6837 2.7469
C 4.3791 -2.0016 -0.1557
C -0.6511 3.1152 2.1431
C -3.0518 0.2143 -3.0461
C 6.8065 -0.8253 0.3272
C 6.7275 -2.1890 0.0487
C -0.4601 2.4427 4.4558
C -0.5722 3.4306 3.5262
C -0.7884 2.2936 -0.4603
C 3.0471 -0.1198 0.0671
C 5.5031 -2.8028 -0.1983
C -0.6110 1.7569 1.7679
C -0.8376 3.6709 -0.1824
C -0.4203 1.0885 4.0763
H 5.7073 1.0286 0.5823
H -6.1023 -1.1060 -3.2030
H -1.9635 0.1663 -3.1388
H -3.1980 -0.4434 0.2194
H -0.7970 5.1278 1.3749
H 7.7763 -0.3816 0.5172
H -3.4661 0.2556 -4.0558
H -3.7954 -2.8085 -4.1327
H -3.7961 -3.8185 -2.6828
H -3.3018 1.1493 -2.5389
H -0.9268 4.3787 -0.9947
H -2.2950 -3.0858 -3.2392
H -3.4293 -2.1892 0.3101
H -0.3995 2.6997 5.5046
H -6.0647 -0.2242 -1.6684
H -6.2325 -1.9775 -1.6687
H 5.4210 -3.8600 -0.4138
H 7.6374 -2.7765 0.0268
H -0.8490 1.9509 -1.4886
```

Total charge ... -1
E ... -4012.578594 hartree